278
Properties=species:S:1:pos:R:3 method="wB97M-V/def2-TZVPD" spin_multiplicity=1 e_tot_ha=-4679.795378
C -27.940 -9.314 5.843
C -27.992 -8.402 7.030
C -27.501 -6.974 6.729
O -29.315 -8.335 7.389
H -28.659 -9.082 5.058
H -28.077 -10.379 6.035
H -26.973 -9.251 5.343
H -27.419 -8.904 7.810
H -28.184 -6.596 5.969
H -26.499 -6.938 6.301
H -27.571 -6.336 7.611
H -29.676 -9.221 7.475
C -24.215 -8.298 16.944
C -22.774 -8.360 16.398
C -22.795 -8.715 14.916
O -22.299 -7.038 16.404
H -24.189 -8.156 18.025
H -24.771 -9.193 16.665
H -24.763 -7.425 16.589
H -22.189 -9.099 16.945
H -23.366 -8.034 14.285
H -23.305 -9.671 14.801
H -21.818 -8.802 14.440
H -21.381 -7.112 16.674
C -23.078 -13.441 12.713
C -22.252 -13.434 13.941
C -20.839 -12.885 13.699
O -22.914 -12.616 14.884
H -22.808 -14.322 12.131
H -22.971 -12.564 12.074
H -24.127 -13.486 13.004
H -22.196 -14.460 14.302
H -20.442 -13.018 12.692
H -20.107 -13.360 14.352
H -20.876 -11.842 14.012
H -22.424 -12.840 15.679
C -31.674 -14.277 13.781
C -30.636 -15.289 13.310
C -29.232 -14.762 13.368
O -30.801 -16.255 14.324
H -31.442 -13.723 14.691
H -32.674 -14.709 13.825
H -31.711 -13.468 13.051
H -30.934 -15.710 12.350
H -28.811 -14.677 14.370
H -29.203 -13.754 12.954
H -28.531 -15.371 12.797
H -30.273 -16.046 15.098
C -18.374 -15.728 10.322
C -18.298 -15.528 11.831
C -19.297 -16.440 12.588
O -16.989 -15.688 12.362
H -19.299 -15.306 9.928
H -18.446 -16.786 10.070
H -17.597 -15.151 9.821
H -18.473 -14.470 12.025
H -19.213 -16.422 13.674
H -19.066 -17.494 12.430
H -20.349 -16.332 12.325
H -16.473 -14.926 12.089
C -29.909 -5.150 11.172
C -30.795 -6.087 10.438
C -30.328 -7.495 10.317
O -32.099 -6.094 10.993
H -28.993 -5.020 10.595
H -29.720 -5.340 12.228
H -30.376 -4.169 11.081
H -30.831 -5.747 9.403
H -30.207 -8.020 11.264
H -29.380 -7.624 9.793
H -31.075 -8.049 9.750
H -32.508 -5.422 10.442
C -26.638 -11.937 8.745
C -25.414 -12.475 9.524
C -24.541 -13.382 8.693
O -24.540 -11.429 9.876
H -26.371 -11.404 7.833
H -27.221 -11.256 9.366
H -27.323 -12.735 8.460
H -25.712 -12.885 10.489
H -25.117 -14.088 8.095
H -23.790 -13.860 9.322
H -23.931 -12.885 7.938
H -24.962 -10.985 10.615
C -21.153 -14.111 7.338
C -20.165 -13.717 6.256
C -20.457 -12.368 5.595
O -18.839 -13.625 6.741
H -21.097 -13.479 8.224
H -20.830 -15.093 7.682
H -22.155 -14.293 6.950
H -20.233 -14.456 5.458
H -21.377 -12.400 5.012
H -19.682 -12.083 4.883
H -20.406 -11.617 6.384
H -18.238 -13.572 5.995
C -27.936 -13.103 1.231
C -27.590 -11.581 1.321
C -28.294 -10.689 0.282
O -27.885 -11.010 2.545
H -27.391 -13.687 1.973
H -27.638 -13.491 0.258
H -28.976 -13.386 1.400
H -26.510 -11.548 1.177
H -28.258 -11.150 -0.705
H -27.832 -9.702 0.311
H -29.311 -10.603 0.666
H -27.226 -11.246 3.201
C -22.530 -17.034 9.477
C -21.486 -17.963 8.826
C -20.970 -19.050 9.769
O -22.172 -18.623 7.805
H -22.939 -16.314 8.769
H -22.027 -16.335 10.146
H -23.302 -17.662 9.922
H -20.609 -17.417 8.478
H -20.319 -19.678 9.161
H -21.686 -19.682 10.294
H -20.348 -18.681 10.584
H -21.505 -18.794 7.136
C -22.609 -8.938 5.302
C -23.133 -9.384 6.644
C -23.558 -8.097 7.370
O -24.297 -10.175 6.522
H -22.097 -9.742 4.774
H -21.782 -8.236 5.407
H -23.345 -8.449 4.663
H -22.323 -9.769 7.263
H -22.713 -7.458 7.631
H -24.137 -8.272 8.277
H -24.242 -7.581 6.697
H -24.540 -10.649 7.321
C -27.655 -12.163 15.889
C -26.129 -12.600 15.821
C -25.983 -14.065 15.446
O -25.431 -11.780 14.924
H -27.782 -11.167 16.314
H -28.321 -12.823 16.444
H -28.045 -12.191 14.872
H -25.674 -12.527 16.809
H -26.064 -14.254 14.376
H -26.661 -14.693 16.024
H -24.995 -14.374 15.789
H -24.537 -12.101 15.059
C -21.879 -9.925 11.771
C -21.767 -9.883 10.263
C -20.451 -9.293 9.737
O -21.726 -11.212 9.739
H -22.832 -10.380 12.039
H -21.879 -8.895 12.126
H -20.996 -10.430 12.163
H -22.599 -9.323 9.836
H -20.220 -8.344 10.221
H -20.474 -9.148 8.657
H -19.611 -9.893 10.086
H -22.653 -11.462 9.736
C -25.595 -19.714 12.442
C -24.348 -19.077 13.117
C -24.621 -17.558 13.376
O -24.242 -19.730 14.358
H -25.533 -20.799 12.357
H -25.680 -19.219 11.474
H -26.547 -19.589 12.957
H -23.385 -19.221 12.627
H -25.583 -17.533 13.888
H -24.692 -16.911 12.502
H -23.966 -17.072 14.100
H -23.386 -19.487 14.719
C -26.129 -13.617 4.713
C -24.822 -12.900 4.242
C -24.030 -13.622 3.175
O -22.931 -12.864 2.698
C -22.141 -13.684 1.796
N -25.096 -11.462 3.812
H -26.926 -13.623 3.969
H -26.529 -13.147 5.611
H -25.969 -14.620 5.109
H -24.158 -12.811 5.102
H -24.823 -13.756 2.438
H -23.820 -14.599 3.611
H -21.333 -13.087 1.375
H -22.784 -14.013 0.979
H -21.761 -14.626 2.192
H -24.291 -11.175 3.274
H -25.032 -10.823 4.592
C -22.873 -5.971 10.248
C -22.873 -4.412 10.441
C -24.260 -3.872 10.841
O -25.212 -4.222 9.835
C -26.417 -3.426 9.849
N -21.901 -4.123 11.447
H -23.027 -6.535 11.168
H -21.909 -6.324 9.882
H -23.597 -6.201 9.467
H -22.662 -3.921 9.491
H -24.280 -2.786 10.942
H -24.578 -4.277 11.801
H -26.894 -3.575 10.818
H -27.079 -3.860 9.101
H -26.211 -2.406 9.524
H -22.046 -3.134 11.589
H -22.198 -4.589 12.293
C -29.942 -11.062 9.620
C -30.101 -11.563 8.152
C -30.914 -12.859 8.030
O -30.225 -13.868 8.649
C -31.131 -14.977 8.633
N -30.961 -10.518 7.521
H -30.914 -10.996 10.108
H -29.454 -10.088 9.638
H -29.309 -11.732 10.203
H -29.140 -11.581 7.638
H -31.241 -13.140 7.028
H -31.868 -12.658 8.517
H -31.377 -15.305 7.623
H -32.049 -14.709 9.157
H -30.575 -15.812 9.060
H -31.868 -10.477 7.964
H -31.175 -10.791 6.573
C -25.848 -19.903 7.379
C -25.693 -18.916 6.217
C -26.052 -17.479 6.654
O -27.445 -17.240 6.991
C -27.736 -15.915 7.260
N -24.335 -18.984 5.694
H -25.456 -20.857 7.026
H -26.866 -20.038 7.743
H -25.188 -19.696 8.222
H -26.413 -19.174 5.440
H -25.825 -16.842 5.799
H -25.372 -17.186 7.454
H -27.529 -15.181 6.481
H -27.177 -15.601 8.142
H -28.788 -15.785 7.514
H -23.786 -19.025 6.540
H -24.134 -18.019 5.474
C -32.493 -12.591 4.305
C -31.475 -12.016 3.278
C -32.136 -10.957 2.425
O -33.229 -11.515 1.676
C -34.094 -10.537 1.096
N -30.248 -11.552 3.997
H -33.299 -13.057 3.739
H -32.938 -11.839 4.957
H -32.042 -13.399 4.881
H -31.280 -12.764 2.510
H -31.422 -10.460 1.768
H -32.561 -10.174 3.052
H -34.396 -9.771 1.811
H -34.963 -10.993 0.621
H -33.630 -10.008 0.264
H -29.498 -11.405 3.336
H -29.919 -12.259 4.640
C -26.331 -8.621 11.201
C -26.203 -9.409 12.478
C -27.570 -9.647 13.169
O -28.317 -10.738 12.591
C -29.673 -10.826 12.973
N -25.730 -10.734 12.228
H -26.985 -7.755 11.300
H -26.800 -9.205 10.409
H -25.395 -8.264 10.772
H -25.487 -8.924 13.141
H -28.178 -8.743 13.210
H -27.393 -9.924 14.208
H -30.153 -11.532 12.296
H -30.302 -9.937 12.934
H -29.779 -11.304 13.947
H -26.591 -11.189 11.962
H -25.464 -11.220 13.073
C -17.592 -12.210 9.657
O -17.321 -11.477 10.586
N -18.801 -12.220 9.168
N -16.785 -12.960 8.901
H -18.953 -12.852 8.395
H -19.528 -11.608 9.511
H -17.203 -13.332 8.060
H -15.779 -12.878 8.859

=====

130
Properties=species:S:1:pos:R:3 method="wB97M-V/def2-TZVPD" spin_multiplicity=1 de_lowest_kj_mol=0.00 smiles="CC(=O)OCC[C@@](O)(C#N)[C@](S)(C#N)C[C@H](C)O.O=C1c2ccccc2C(=O)c2ccccc21.O=C1c2ccccc2C(=O)c2ccccc21.O=C1c2ccccc2C(=O)c2ccccc21.O=C1c2ccccc2C(=O)c2ccccc21" e_tot_ha=-3992.610733
C 0.085 7.427 -3.185
C 1.012 6.793 -4.219
O 1.678 7.488 -4.930
O 1.095 5.432 -4.330
C -0.158 4.736 -4.284
C -1.116 5.226 -5.371
C -2.339 4.335 -5.622
O -2.943 4.705 -6.850
C -1.928 2.905 -5.819
N -1.571 1.818 -5.923
C -3.426 4.395 -4.487
S -2.862 3.305 -3.086
C -4.667 3.771 -4.999
N -5.691 3.445 -5.408
C -3.670 5.787 -3.877
C -4.108 6.910 -4.823
C -4.449 8.134 -3.934
O -5.236 6.599 -5.608
H -0.768 7.869 -3.701
H 0.622 8.188 -2.628
H -0.303 6.694 -2.474
H -0.598 4.795 -3.286
H 0.096 3.693 -4.465
H -1.454 6.247 -5.203
H -0.550 5.237 -6.308
H -2.815 5.654 -6.946
H -4.080 3.005 -2.584
H -2.747 6.105 -3.387
H -4.406 5.667 -3.080
H -3.329 7.246 -5.511
H -5.338 7.851 -3.359
H -3.664 8.350 -3.207
H -4.723 8.994 -4.539
H -5.909 6.200 -5.045
O 1.679 -3.499 0.067
C 0.992 -2.506 -0.083
C 0.847 -1.496 1.003
C 1.521 -1.678 2.205
C 1.420 -0.728 3.208
C 0.646 0.411 3.016
C -0.041 0.591 1.827
C 0.051 -0.362 0.820
C -0.711 -0.161 -0.442
O -1.446 0.795 -0.584
C -0.547 -1.157 -1.532
C -1.217 -0.963 -2.735
C -1.047 -1.864 -3.773
C -0.210 -2.963 -3.614
C 0.451 -3.168 -2.413
C 0.282 -2.269 -1.367
H 2.124 -2.560 2.355
H 1.949 -0.873 4.141
H 0.577 1.157 3.796
H -0.650 1.472 1.677
H -1.862 -0.104 -2.860
H -1.564 -1.706 -4.710
H -0.071 -3.661 -4.429
H 1.101 -4.023 -2.289
O 8.687 -6.782 0.444
C 7.716 -6.635 -0.271
C 7.713 -7.149 -1.668
C 8.831 -7.821 -2.147
C 8.831 -8.336 -3.432
C 7.713 -8.183 -4.246
C 6.601 -7.501 -3.779
C 6.599 -6.978 -2.492
C 5.402 -6.232 -2.012
O 4.455 -6.040 -2.747
C 5.396 -5.737 -0.609
C 4.273 -5.071 -0.131
C 4.241 -4.629 1.182
C 5.329 -4.853 2.020
C 6.455 -5.506 1.544
C 6.495 -5.947 0.228
H 9.697 -7.942 -1.510
H 9.701 -8.862 -3.802
H 7.710 -8.595 -5.246
H 5.733 -7.376 -4.410
H 3.428 -4.902 -0.780
H 3.369 -4.116 1.550
H 5.299 -4.514 3.049
H 7.302 -5.676 2.196
O 7.476 -5.740 9.774
C 6.504 -5.604 9.061
C 6.496 -6.132 7.669
C 7.613 -6.808 7.192
C 7.608 -7.334 5.911
C 6.486 -7.190 5.101
C 5.376 -6.505 5.566
C 5.378 -5.968 6.848
C 4.184 -5.218 7.324
O 3.235 -5.027 6.591
C 4.183 -4.708 8.723
C 3.065 -4.036 9.200
C 3.037 -3.582 10.507
C 4.127 -3.797 11.345
C 5.249 -4.456 10.871
C 5.284 -4.910 9.558
H 8.481 -6.922 7.826
H 8.477 -7.862 5.541
H 6.479 -7.611 4.104
H 4.505 -6.390 4.934
H 2.218 -3.874 8.547
H 2.164 -3.061 10.878
H 4.099 -3.449 12.369
H 6.098 -4.622 11.519
O -10.232 4.679 1.700
C -9.542 4.867 0.720
C -9.527 6.192 0.039
C -10.299 7.227 0.552
C -10.267 8.475 -0.047
C -9.463 8.697 -1.160
C -8.702 7.665 -1.684
C -8.735 6.408 -1.091
C -7.925 5.306 -1.676
O -7.268 5.482 -2.685
C -7.928 3.987 -0.986
C -7.154 2.955 -1.499
C -7.108 1.733 -0.852
C -7.846 1.534 0.312
C -8.635 2.554 0.818
C -8.682 3.783 0.170
H -10.919 7.053 1.420
H -10.867 9.280 0.356
H -9.432 9.676 -1.619
H -8.081 7.833 -2.553
H -6.583 3.117 -2.405
H -6.498 0.933 -1.250
H -7.806 0.581 0.821
H -9.212 2.401 1.720

=====

Q: Which LUMO level values were calculated for the entries above? A: 0.001 -0.047, in hartree.